The following is a DFT calculation (wB97M-V/def2-TZVPD) of 2 unconnected molecules or ions with the total composition C7H14Se.

```
! RIJCOSX wB97M-V def2-TZVPD def2/J DEFGRID3
* xyz 0 1
C -2.04 2.22 0.03
C -1.46 1.18 0.58
C -0.36 -2.06 0.66
C -1.58 -1.29 -1.37
C 4.38 0.88 -0.39
C -1.98 -0.17 0.87
C -1.16 -1.19 0.07
Se 2.70 -0.05 0.10
H -1.70 3.21 -0.30
H -3.18 2.08 -0.25
H -0.46 1.42 0.66
H 0.14 -2.82 0.01
H 3.15 -0.42 1.49
H -0.39 -2.01 1.76
H -2.56 -0.98 -1.55
H -1.31 -2.19 -1.89
H -1.10 -0.58 -1.89
H 4.93 0.87 0.44
H 4.96 0.21 -1.07
H 4.05 1.96 -0.74
H -1.95 -0.23 2.01
H -3.08 -0.05 0.75
*
```

## Properties
Structure (SMILES) = C=CCC(=C)C.C[SeH]
Gap between HOMO and LUMO = 9.33 eV
Lowest unoccupied orbital energy = 0.69 eV
ΔE to the lowest compared entry with this formula, charge and spin = 0.456 eV

***

The following is a DFT calculation (wB97M-V/def2-TZVPD) of 2 unconnected molecules or ions with the total composition C9H16N3.

```
! RIJCOSX wB97M-V def2-TZVPD def2/J DEFGRID3
* xyz 1 1
C 0.42 1.63 3.58
C -1.07 0.52 1.91
N -0.59 1.64 2.52
N -0.96 -0.62 2.71
N -1.83 0.50 0.76
H -0.80 2.49 2.10
H -0.27 -0.76 3.43
H -1.15 -1.46 2.19
H -1.27 0.52 -0.13
H -2.73 -0.13 0.70
H 0.05 1.45 4.67
H 0.96 2.55 3.34
H 1.06 0.76 3.52
C 1.31 1.11 -3.38
C 1.03 -1.53 -0.49
C -0.06 -2.30 -1.04
C 1.28 -0.33 -1.20
C 0.81 0.08 -2.40
C -0.81 -1.81 -2.09
C -0.34 -0.66 -2.91
H 1.59 -1.91 0.40
H -0.43 -3.33 -0.73
H 2.14 0.25 -0.61
H -1.80 -2.15 -2.39
H 1.56 0.48 -4.19
H 2.17 1.66 -2.78
H -0.84 -0.45 -3.84
H 0.57 1.81 -3.62
*
```

## Properties
Gap between HOMO and LUMO = 8.49 eV
Lowest unoccupied orbital energy = -3.49 eV
ΔE to the lowest compared entry with this formula, charge and spin = 3.173 eV

***

The following is a DFT calculation (wB97M-V/def2-TZVPD) of 2 unconnected molecules or ions with the total composition C6H13NO.

```
! RIJCOSX wB97M-V def2-TZVPD def2/J DEFGRID3
* xyz 0 1
C 1.46 -1.14 0.64
C 2.35 -0.43 -0.07
N 3.72 -0.63 -0.03
C -0.04 -1.22 0.64
C -0.65 0.08 -0.05
C -0.48 1.25 0.53
C -1.01 2.57 0.01
H 1.85 -1.99 1.19
H 1.93 0.37 -0.67
H 4.16 0.04 -0.68
H 4.02 -1.56 -0.31
H -0.39 -1.17 1.70
H -0.54 -2.08 0.13
H -1.09 -0.13 -1.01
H 0.09 1.28 1.45
H -1.32 2.45 -1.03
H -1.90 2.84 0.65
H -0.30 3.41 0.15
H -3.50 -0.19 -1.53
H -4.98 -0.08 -1.03
O -4.23 -0.68 -1.14
*
```

## Properties
Structure (SMILES) = C/C=C/C/C=C/N.O
Gap between HOMO and LUMO = 9.09 eV
Lowest unoccupied orbital energy = 0.87 eV
ΔE to the lowest compared entry with this formula, charge and spin = 2.515 eV

***

The following is a DFT calculation (wB97M-V/def2-TZVPD) of a molecular structure, C4H6F3NO.

```
! RIJCOSX wB97M-V def2-TZVPD def2/J DEFGRID3
* xyz 0 1
C -1.56 2.00 3.16
C -0.63 1.64 2.49
C 0.31 0.29 -0.91
C 1.00 -1.03 -0.52
N 0.92 1.34 -1.18
O -1.00 0.16 -1.00
F 1.82 -1.46 -1.48
F 0.19 -2.02 -0.19
F 1.77 -0.86 0.56
H -2.09 2.46 3.94
H -0.68 -2.92 -2.67
H 0.08 1.10 1.97
H -0.58 -3.06 -1.91
H 1.88 1.38 -0.97
H -1.43 1.00 -1.28
*
```

## Properties
Gap between HOMO and LUMO = 11.58 eV
Lowest unoccupied orbital energy = 0.78 eV
ΔE to the lowest compared entry with this formula, charge and spin = 4.381 eV

***

The following is a DFT calculation (wB97M-V/def2-TZVPD) of C4H6O2 in the gas phase.

```
! RIJCOSX wB97M-V def2-TZVPD def2/J DEFGRID3
* xyz 0 1
C -1.36 -0.24 -0.82
C -0.05 -0.71 -0.25
O 0.72 -1.40 -0.87
C 0.41 -0.09 1.06
C 1.37 0.89 0.39
O 1.02 1.88 -0.20
H -1.76 0.64 -0.30
H -2.09 -1.05 -0.75
H -1.21 0.00 -1.88
H -0.40 0.38 1.63
H 0.95 -0.81 1.68
H 2.41 0.50 0.31
*
```

## Properties
Structure (SMILES) = CC(=O)CC=O
Gap between HOMO and LUMO = 10.54 eV
Lowest unoccupied orbital energy = 0.67 eV
ΔE to the lowest compared entry with this formula, charge and spin = 1.025 eV

***

The following is a DFT calculation (wB97M-V/def2-TZVPD) of a molecular structure, C47H29Cl2F4N8O3SiTi.

```
! RIJCOSX wB97M-V def2-TZVPD def2/J DEFGRID3
* xyz -1 1
Ti -0.30 -0.42 0.93
Cl 1.53 6.65 1.00
C 1.43 4.92 1.18
C 1.69 4.34 2.44
C 1.61 2.98 2.61
C 1.22 2.14 1.54
O 1.09 0.87 1.71
C 1.01 2.74 0.28
C 0.83 1.91 -0.88
N 0.53 0.66 -0.88
C 0.63 -0.07 -2.10
C 1.19 0.38 -3.27
C 1.30 -0.46 -4.40
C 0.86 -1.75 -4.36
C 0.30 -2.26 -3.16
C -0.12 -3.60 -3.00
C -0.60 -4.02 -1.80
C -0.67 -3.10 -0.73
N -0.29 -1.85 -0.85
C 0.19 -1.41 -2.04
C 1.14 4.13 0.11
H 1.96 4.98 3.26
H 1.82 2.52 3.57
H 1.02 2.40 -1.83
H 1.63 1.36 -3.34
H 1.80 -0.08 -5.29
H 0.98 -2.40 -5.21
H -0.03 -4.28 -3.84
H -0.91 -5.04 -1.64
H -1.04 -3.40 0.24
H 0.99 4.57 -0.87
Cl -0.99 1.69 7.92
C -0.75 0.91 6.38
C -0.08 -0.33 6.32
C 0.10 -0.95 5.12
C -0.35 -0.39 3.90
O -0.19 -1.06 2.82
C -1.01 0.87 3.97
C -1.56 1.59 2.86
N -1.45 1.38 1.59
C -2.07 2.31 0.72
C -2.24 3.64 1.03
C -2.94 4.50 0.17
C -3.48 4.04 -1.00
C -3.27 2.69 -1.38
C -3.78 2.14 -2.57
C -3.52 0.84 -2.88
C -2.68 0.10 -2.01
N -2.19 0.58 -0.91
C -2.52 1.84 -0.54
C -1.21 1.48 5.23
H 0.28 -0.78 7.24
H 0.62 -1.91 5.06
H -2.16 2.45 3.17
H -1.80 4.04 1.93
H -3.05 5.54 0.44
H -4.04 4.70 -1.65
H -4.38 2.76 -3.23
H -3.90 0.38 -3.78
H -2.40 -0.92 -2.27
H -1.72 2.44 5.28
F 3.40 0.32 -0.84
C 4.02 -0.70 -1.48
C 4.28 -0.54 -2.82
F 3.91 0.63 -3.38
C 4.93 -1.51 -3.59
C 5.41 -2.59 -2.83
C 5.16 -2.74 -1.48
F 5.57 -3.87 -0.89
C 4.40 -1.83 -0.75
C 3.89 -2.04 0.62
C 2.56 -1.79 0.78
N 1.43 -1.54 0.89
C 4.58 -2.70 1.67
N 5.12 -3.24 2.53
F 6.08 -3.58 -3.44
C 5.04 -1.40 -5.02
C 5.86 -2.23 -5.82
N 6.51 -2.88 -6.52
C 4.18 -0.53 -5.73
N 3.48 0.17 -6.33
C -4.61 -0.27 1.49
Si -3.38 -1.67 1.70
C -3.25 -2.12 3.51
C -4.01 -3.15 0.74
O -1.94 -1.25 1.08
H -5.59 -0.55 1.87
H -4.72 0.00 0.44
H -4.29 0.63 2.04
H -4.20 -2.53 3.87
H -3.01 -1.25 4.12
H -2.47 -2.87 3.67
H -5.02 -3.43 1.04
H -3.37 -4.02 0.89
H -4.03 -2.93 -0.33
*
```

## Properties
Gap between HOMO and LUMO = 4.55 eV
Lowest unoccupied orbital energy = 0.58 eV
ΔE to the lowest compared entry with this formula, charge and spin = 0.656 eV

***

Number 1: E -72828.8747 eV, HOMO -8.64 eV. Number 2: E -14054.9313 eV, HOMO -11.97 eV. Number 3: E -9968.6598 eV, HOMO -8.22 eV. Number 4: E -15931.9557 eV, HOMO -10.80 eV. Number 5: E -8339.4359 eV, HOMO -9.86 eV. Number 6: E -134188.3444 eV, HOMO -3.98 eV.